Entry 1:
{"formula": "C40H58BrCl3FIN2O23SSi", "method": "ωB97M-V/def2-TZVPD", "smiles": "C[Si](C)(C)OCC[C@](I)(O[C@@](F)(Cl)CC(=O)Cl)[C@H](CCCBr)N(CCCCS(=O)(=O)Cl)c1cccnc1.O=C1OCCO1.O=C1OCCO1.O=C1OCCO1.O=C1OCCO1.O=C1OCCO1.O=C1OCCO1", "orbital_gap_ha": 0.2758, "elements": ["C", "Si", "C", "C", "O", "C", "C", "C", "I", "O", "C", "F", "Cl", "C", "C", "O", "Cl", "C", "C", "C", "C", "Br", "N", "C", "C", "C", "C", "S", "O", "O", "Cl", "C", "C", "C", "C", "N", "C", "H", "H", "H", "H", "H", "H", "H", "H", "H", "H", "H", "H", "H", "H", "H", "H", "H", "H", "H", "H", "H", "H", "H", "H", "H", "H", "H", "H", "H", "H", "H", "H", "H", "H", "O", "C", "O", "C", "C", "O", "H", "H", "H", "H", "O", "C", "O", "C", "C", "O", "H", "H", "H", "H", "O", "C", "O", "C", "C", "O", "H", "H", "H", "H", "O", "C", "O", "C", "C", "O", "H", "H", "H", "H", "O", "C", "O", "C", "C", "O", "H", "H", "H", "H", "O", "C", "O", "C", "C", "O", "H", "H", "H", "H"], "coordinates": [[5.596, -0.760, 2.297], [4.533, 0.434, 1.185], [3.215, 1.189, 2.383], [5.780, 1.760, 0.541], [3.858, -0.566, -0.055], [2.834, 0.166, -0.831], [2.248, -0.886, -1.877], [0.937, -0.365, -2.687], [1.001, -1.334, -4.637], [0.671, 1.029, -2.619], [1.280, 1.899, -3.531], [1.284, 3.202, -2.860], [3.029, 1.620, -3.964], [0.411, 2.199, -4.883], [-0.265, 3.667, -4.794], [0.267, 4.654, -5.349], [-1.805, 3.952, -3.848], [-0.331, -1.085, -1.909], [-1.664, -0.402, -2.483], [-3.031, -1.193, -2.082], [-3.312, -2.357, -3.173], [-4.048, -1.545, -4.867], [-0.097, -0.989, -0.471], [-0.617, 0.195, 0.230], [-2.042, 0.050, 0.949], [-2.147, 1.220, 2.108], [-3.600, 1.962, 1.931], [-3.432, 3.635, 2.760], [-2.406, 3.441, 3.865], [-4.758, 4.114, 3.281], [-2.584, 4.898, 1.319], [-0.140, -2.243, 0.287], [-1.151, -3.361, -0.052], [-1.014, -4.545, 0.921], [0.025, -4.498, 2.028], [1.004, -3.519, 2.357], [0.837, -2.449, 1.436], [6.717, -0.544, 2.174], [5.449, -1.836, 1.895], [5.238, -0.765, 3.380], [3.653, 1.155, 3.436], [2.277, 0.530, 2.265], [2.997, 2.243, 1.998], [6.623, 1.792, 1.334], [6.289, 1.476, -0.443], [5.328, 2.817, 0.532], [2.082, 0.551, -0.063], [3.377, 1.060, -1.288], [3.064, -1.018, -2.690], [2.107, -1.949, -1.446], [1.135, 2.231, -5.765], [-0.430, 1.422, -5.017], [-0.320, -2.161, -2.335], [-1.833, 0.681, -2.165], [-1.685, -0.383, -3.641], [-3.912, -0.462, -2.172], [-3.033, -1.579, -1.011], [-2.381, -2.996, -3.374], [-4.170, -3.008, -2.770], [-0.670, 1.145, -0.420], [0.139, 0.463, 1.068], [-2.917, 0.286, 0.229], [-2.220, -0.933, 1.494], [-1.284, 1.955, 1.993], [-2.061, 0.687, 3.120], [-3.869, 2.146, 0.836], [-4.385, 1.293, 2.417], [-1.913, -3.375, -0.891], [-1.693, -5.455, 0.809], [0.034, -5.412, 2.738], [1.588, -1.586, 1.606], [4.823, 4.288, 2.428], [5.706, 5.078, 2.238], [6.948, 4.750, 1.787], [7.614, 5.967, 1.479], [6.896, 6.967, 2.331], [5.594, 6.416, 2.448], [8.676, 5.900, 1.719], [7.503, 6.170, 0.411], [7.332, 7.057, 3.331], [6.860, 7.954, 1.871], [5.021, 8.168, 0.575], [3.945, 7.714, 0.304], [2.874, 7.728, 1.141], [1.746, 7.311, 0.384], [2.360, 6.518, -0.729], [3.640, 7.118, -0.880], [1.066, 6.716, 0.995], [1.216, 8.198, 0.023], [2.493, 5.464, -0.468], [1.787, 6.584, -1.655], [1.257, -4.878, -3.931], [1.492, -5.264, -5.039], [2.720, -5.216, -5.625], [2.638, -5.965, -6.829], [1.176, -5.923, -7.155], [0.566, -5.806, -5.877], [3.253, -5.514, -7.610], [2.995, -6.981, -6.638], [0.906, -5.049, -7.756], [0.836, -6.824, -7.667], [-7.426, -3.245, -1.010], [-7.543, -2.269, -1.695], [-6.541, -1.730, -2.442], [-7.126, -0.737, -3.274], [-8.371, -0.363, -2.527], [-8.695, -1.556, -1.826], [-6.449, 0.107, -3.406], [-7.340, -1.177, -4.252], [-8.199, 0.438, -1.802], [-9.184, -0.071, -3.193], [-4.145, -1.064, 3.089], [-5.302, -1.160, 3.389], [-6.338, -0.928, 2.537], [-7.522, -1.363, 3.191], [-7.152, -1.293, 4.641], [-5.748, -1.512, 4.624], [-8.364, -0.715, 2.943], [-7.751, -2.382, 2.866], [-7.350, -0.309, 5.077], [-7.657, -2.053, 5.239], [-0.444, -6.463, 4.318], [0.316, -6.029, 5.138], [-0.039, -5.661, 6.398], [1.162, -5.422, 7.118], [2.148, -5.109, 6.033], [1.645, -5.841, 4.924], [1.037, -4.595, 7.819], [1.426, -6.325, 7.677], [2.166, -4.046, 5.777], [3.160, -5.430, 6.284]], "atomic_forces_ev_per_a": [[0.1, -1.2, -0.7], [1.0, -0.9, 0.8], [-0.3, -0.2, -1.1], [0.5, 0.5, 0.3], [-0.4, 1.8, 0.5], [0.4, -0.7, 0.9], [1.4, 0.9, -1.6], [-0.3, -2.5, 2.7], [-0.1, 0.4, -0.1], [1.5, 0.5, -1.6], [-1.0, 2.4, 0.0], [0.1, -2.4, -0.6], [-1.2, -0.1, 0.4], [-0.7, 0.1, 0.4], [2.8, 3.0, -2.0], [-2.4, -4.3, 2.3], [1.2, -0.7, -0.7], [-0.3, 0.8, -2.3], [-1.6, -0.2, 0.1], [0.2, 0.3, -1.4], [-0.5, -0.2, 2.0], [0.8, -0.6, 0.9], [-0.9, -1.1, 0.1], [-0.2, 1.1, 1.6], [-0.5, 1.4, 0.7], [-0.5, -0.8, -1.0], [1.6, -0.7, -0.5], [-0.7, -1.2, 5.9], [-2.5, 0.9, -3.7], [3.2, -0.7, -2.4], [-0.5, -0.6, 0.4], [-0.7, -2.6, 0.9], [3.2, -0.8, 4.0], [1.5, 3.0, -0.5], [-0.5, -0.7, -0.2], [-4.4, 0.5, -4.7], [-0.1, 0.5, -0.4], [-1.6, -0.2, 0.5], [0.2, 1.6, 0.7], [0.7, 0.1, -1.4], [-0.9, 0.3, -1.4], [1.3, 1.1, 0.6], [0.1, -1.3, 1.0], [-1.4, 0.0, -1.2], [-0.9, 0.5, 1.2], [0.7, -1.6, -0.3], [0.6, -0.5, -1.4], [-1.1, -1.1, 0.1], [-1.1, 0.2, 1.5], [-0.1, 2.0, -0.4], [-1.3, 0.0, 1.2], [1.5, 1.1, 0.2], [0.1, 1.6, 1.3], [0.7, -1.5, -0.3], [0.4, -0.1, 1.9], [1.3, -1.0, 0.2], [0.1, 0.3, -1.5], [-1.4, 1.1, -0.1], [1.4, 0.9, -0.9], [0.3, -1.7, 0.7], [-1.2, -0.5, -1.2], [1.5, -0.8, 0.9], [0.3, 1.2, -1.1], [-1.2, -0.9, 0.2], [-0.3, 1.2, -1.4], [0.5, -0.2, 1.5], [0.9, 1.5, -0.4], [1.3, 0.2, 1.2], [1.2, 1.4, 0.3], [0.0, 1.7, -1.6], [-1.3, -1.4, -0.5], [0.6, 0.6, -0.2], [-0.6, -0.3, 0.3], [-0.6, 0.0, 0.3], [0.7, 0.2, -0.5], [0.4, 1.0, 0.3], [0.1, -1.0, 0.1], [-0.1, -0.2, 0.0], [-0.1, 0.0, 0.1], [0.0, -0.1, 0.0], [-0.2, -0.2, 0.1], [-0.9, -0.1, -0.6], [0.7, 0.4, 0.3], [0.6, 0.0, -0.4], [-0.8, 0.0, 0.2], [-0.4, -0.6, -0.5], [0.2, 0.3, 0.5], [0.2, 0.1, 0.1], [0.1, 0.0, 0.0], [0.0, 0.1, 0.0], [0.2, 0.0, 0.0], [0.2, -0.3, -0.9], [-0.2, 0.3, 1.1], [-0.5, 0.0, 0.2], [0.7, -0.2, -0.5], [-0.4, -0.2, -0.7], [0.4, 0.2, 0.3], [0.0, 0.1, 0.2], [0.0, 0.1, 0.0], [0.0, 0.0, 0.0], [-0.1, 0.1, 0.2], [-0.1, 0.8, -0.5], [0.1, -0.9, 0.6], [-0.4, -0.2, 0.4], [0.3, 0.4, -0.7], [-0.5, 0.7, -0.1], [0.5, -0.3, 0.0], [0.1, -0.2, 0.1], [0.0, 0.0, 0.1], [0.0, -0.1, 0.0], [0.0, -0.2, 0.2], [-0.9, 0.0, 0.2], [0.8, -0.1, -0.1], [0.6, 0.0, 0.3], [-0.9, -0.2, -0.3], [-0.5, 0.0, 0.7], [0.3, 0.1, -0.7], [0.2, 0.0, -0.1], [0.1, 0.1, 0.0], [0.0, 0.0, 0.0], [0.2, 0.0, 0.0], [0.5, 0.1, 0.9], [-0.5, -0.3, -0.5], [0.1, -0.1, -0.6], [0.1, 0.1, 0.8], [0.8, 0.5, 0.0], [-0.7, -0.2, 0.1], [-0.2, -0.1, -0.1], [0.0, 0.0, -0.1], [0.0, -0.1, 0.0], [-0.1, -0.1, -0.2]]}

Entry 2:
{"formula": "C40H58ClN4OP2W", "method": "ωB97M-V/def2-TZVPD", "s_squared": 2.410, "orbital_gap_ha": [0.1494, 0.1831], "total_charge": 3, "multiplicity": 3, "e_above_lowest_kj_mol": 40.6, "elements": ["W", "C", "C", "C", "P", "C", "C", "C", "C", "C", "C", "C", "C", "C", "N", "C", "C", "C", "C", "C", "C", "P", "C", "C", "C", "C", "C", "C", "H", "H", "H", "H", "H", "H", "H", "H", "H", "H", "H", "H", "H", "H", "H", "H", "H", "H", "H", "H", "H", "H", "H", "H", "H", "H", "H", "H", "H", "H", "H", "H", "H", "H", "H", "H", "C", "C", "C", "C", "C", "O", "C", "C", "C", "C", "C", "C", "Cl", "C", "C", "C", "N", "C", "N", "C", "N", "H", "H", "H", "H", "H", "H", "H", "H", "H", "H", "H", "H", "H", "H", "H", "H", "H", "H", "H", "H", "H", "H"], "coordinates": [[0.849, 1.241, 1.052], [4.541, 4.808, 1.306], [4.378, 3.450, 0.622], [4.222, 3.572, -0.900], [3.016, 2.420, 1.313], [1.569, 3.497, 1.863], [1.006, 4.339, 0.709], [1.659, 4.258, 3.178], [3.473, 1.681, 2.899], [4.603, 2.038, 3.604], [4.823, 1.541, 4.892], [3.875, 0.721, 5.487], [2.749, 0.330, 4.783], [2.563, 0.756, 3.463], [1.463, 0.321, 2.680], [0.720, -0.853, 3.056], [1.361, -1.980, 3.565], [0.605, -3.079, 3.937], [-0.778, -3.058, 3.807], [-1.414, -1.949, 3.253], [-0.675, -0.846, 2.856], [-1.323, 0.674, 2.105], [-2.700, 0.489, 0.889], [-3.222, -0.934, 0.681], [-2.317, 1.142, -0.446], [-1.961, 1.715, 3.483], [-0.916, 1.901, 4.590], [-3.251, 1.125, 4.056], [5.482, 5.243, 0.964], [4.583, 4.750, 2.394], [3.747, 5.499, 1.020], [5.248, 2.822, 0.833], [3.335, 4.151, -1.168], [4.174, 2.600, -1.392], [5.086, 4.103, -1.303], [0.727, 2.731, 2.129], [1.643, 5.208, 0.541], [0.009, 4.704, 0.949], [0.953, 3.808, -0.248], [2.317, 5.116, 3.037], [2.049, 3.652, 3.995], [0.675, 4.636, 3.463], [5.328, 2.717, 3.172], [5.720, 1.820, 5.431], [4.010, 0.379, 6.506], [2.004, -0.284, 5.271], [2.441, -2.013, 3.633], [1.103, -3.957, 4.332], [-1.367, -3.910, 4.126], [-2.489, -1.958, 3.141], [-3.491, 1.094, 1.333], [-2.424, -1.622, 0.383], [-3.962, -0.920, -0.122], [-3.717, -1.332, 1.566], [-1.822, 0.436, -1.118], [-1.681, 2.027, -0.327], [-3.209, 1.487, -0.957], [-2.170, 2.683, 3.017], [-0.783, 0.975, 5.156], [-1.259, 2.665, 5.289], [0.062, 2.216, 4.219], [-3.075, 0.135, 4.487], [-4.061, 1.054, 3.331], [-3.600, 1.770, 4.865], [-1.792, -5.531, -3.933], [-0.595, -4.577, -4.034], [0.672, -5.385, -3.695], [-0.419, -4.109, -5.491], [-0.767, -3.392, -3.018], [-0.323, -3.822, -1.705], [-2.203, -2.868, -2.803], [-3.056, -2.327, -3.981], [-2.951, -0.831, -4.224], [-2.076, -0.290, -5.160], [-1.939, 1.086, -5.323], [-2.712, 1.936, -4.560], [-2.539, 3.655, -4.728], [-3.644, 1.427, -3.678], [-3.749, 0.051, -3.507], [0.196, -2.276, -3.410], [0.377, -1.197, -2.389], [0.456, -1.286, -1.076], [0.782, -0.079, -0.595], [0.878, 0.715, -1.726], [0.636, 0.074, -2.826], [-1.601, -6.411, -4.550], [-2.722, -5.080, -4.285], [-1.956, -5.892, -2.911], [0.824, -6.130, -4.478], [0.595, -5.935, -2.754], [1.578, -4.775, -3.652], [-0.345, -4.991, -6.128], [0.508, -3.545, -5.636], [-1.242, -3.515, -5.877], [-0.495, -4.766, -1.609], [-2.135, -2.077, -2.045], [-2.739, -3.682, -2.314], [-4.095, -2.561, -3.750], [-2.837, -2.856, -4.899], [-1.507, -0.949, -5.811], [-1.252, 1.495, -6.055], [-4.298, 2.107, -3.145], [-4.497, -0.345, -2.824], [-0.156, -1.762, -4.291], [1.190, -2.667, -3.606], [0.297, -2.199, -0.525], [1.150, 1.762, -1.719]], "atomic_forces_ev_per_a": [[0.6, -1.4, -0.2], [0.1, 0.0, 0.0], [-0.1, -0.1, -0.3], [0.0, 0.1, 0.0], [-0.3, 0.4, 0.6], [0.1, -0.2, -0.3], [0.1, 0.1, 0.2], [0.0, 0.1, 0.0], [0.0, -0.1, -0.2], [0.2, 0.1, 0.2], [0.0, 0.0, 0.0], [0.1, 0.1, 0.0], [-0.2, 0.0, -0.1], [-0.1, -0.1, 0.0], [0.0, 0.2, -0.5], [0.1, 0.1, 0.0], [0.1, 0.0, -0.1], [-0.1, -0.1, 0.0], [0.0, 0.0, 0.0], [0.0, -0.2, 0.0], [0.1, 0.1, 0.0], [-0.3, 0.1, 0.2], [0.0, -0.1, 0.0], [0.0, 0.0, 0.0], [0.1, -0.1, 0.0], [0.1, -0.1, 0.1], [0.0, -0.1, 0.0], [0.0, 0.0, 0.1], [-0.1, 0.0, 0.0], [0.0, 0.0, 0.0], [0.0, 0.0, 0.0], [0.1, 0.0, 0.0], [0.1, 0.0, 0.0], [0.0, 0.0, 0.0], [0.0, 0.0, 0.0], [-0.3, 0.7, 0.6], [0.0, 0.0, 0.0], [0.0, 0.0, 0.0], [0.0, -0.1, -0.1], [0.0, 0.0, 0.0], [0.0, 0.0, 0.0], [0.0, 0.0, 0.0], [0.0, 0.0, 0.0], [-0.1, 0.0, 0.0], [0.0, 0.0, -0.1], [0.0, 0.0, 0.0], [-0.1, 0.0, 0.0], [-0.1, 0.1, 0.0], [0.0, 0.1, 0.0], [0.0, 0.0, 0.0], [-0.1, 0.0, 0.0], [-0.1, 0.0, 0.0], [0.0, 0.0, 0.0], [0.0, 0.0, 0.0], [0.0, 0.0, 0.1], [0.1, 0.1, 0.0], [-0.1, 0.0, -0.1], [-0.1, 0.1, 0.0], [0.0, 0.0, -0.1], [0.0, -0.1, 0.0], [0.0, 0.0, 0.0], [0.0, 0.1, 0.0], [0.0, 0.0, 0.0], [0.0, 0.0, 0.0], [-0.1, 0.0, -0.1], [0.0, 0.0, -0.1], [0.1, 0.0, 0.0], [0.0, -0.1, 0.0], [0.1, 0.0, 0.3], [-0.1, 0.2, -0.1], [0.0, 0.1, 0.0], [0.1, 0.2, 0.1], [0.2, -0.3, 0.1], [0.1, 0.1, -0.2], [0.2, -0.3, -0.2], [0.0, 0.2, 0.0], [0.0, -0.1, 0.0], [-0.2, -0.2, 0.3], [-0.1, 0.2, 0.2], [0.1, 0.2, 0.3], [-0.1, -0.2, -0.6], [0.0, 0.1, 0.0], [0.1, 0.9, 0.0], [0.0, -0.2, -0.2], [-0.1, -0.7, 0.4], [0.0, 0.0, 0.0], [0.1, 0.0, 0.0], [0.0, 0.0, -0.1], [0.0, 0.0, 0.0], [0.0, 0.0, -0.1], [-0.1, 0.0, 0.0], [0.0, 0.0, 0.0], [-0.1, -0.1, 0.0], [-0.1, 0.1, 0.0], [0.0, 0.0, 0.0], [0.0, 0.0, 0.0], [0.0, 0.0, -0.1], [-0.1, 0.0, 0.0], [0.0, -0.1, -0.1], [0.0, 0.1, 0.1], [-0.1, -0.1, 0.1], [0.0, 0.0, 0.0], [0.0, 0.0, 0.0], [0.0, 0.2, -0.1], [0.1, -0.1, 0.0], [0.0, 0.0, 0.0], [0.0, 0.1, 0.0]]}

Values of max |F|, in order: 0.1265 0.0299, all in Eh/bohr.
Values of E, in order: -8438.69849 -3062.30965, all in Eh.